No. 1
ORCA calculation (ωB97M-V with the def2-TZVPD basis set) on C24H24N4S2Tc as an isolated structure.

```
! wB97M-V def2-TZVPD RIJCOSX def2/J DEFGRID3
* xyz 2 2
Tc 0.39080 0.45776 0.69666
S 0.22901 2.37260 2.05860
C -1.26749 2.19025 2.82394
C -1.64567 3.14481 3.81113
N -1.93964 3.91478 4.60019
C -2.10979 1.15479 2.50280
S -1.67537 0.03922 1.32358
C -3.38618 0.99114 3.12441
N -4.40761 0.83081 3.60423
C 3.15469 0.06131 0.73600
C 2.48530 -0.85238 1.72447
C 2.98901 -0.96287 3.02460
C 2.42395 -1.85024 3.91641
C 1.33138 -2.65458 3.54874
C 0.77555 -2.58448 2.28940
C -0.39546 -3.42760 1.90120
C 1.38501 -1.68309 1.38196
N 0.82245 -1.39283 0.16015
C 0.69254 -1.88279 -1.02207
C 1.13360 -3.22045 -1.47498
C 0.05818 -0.86543 -1.89480
C -0.21573 -1.12302 -3.32910
N -0.17006 0.24979 -1.26481
C -0.75447 1.41027 -1.86775
C -2.08964 1.38366 -2.27926
C -2.96990 0.17774 -2.16478
C -2.60574 2.56209 -2.82253
C -1.82882 3.69880 -2.94036
C -0.50894 3.69872 -2.50286
C 0.04783 2.55687 -1.94626
C 1.47928 2.55483 -1.50340
H 3.39948 1.02005 1.19304
H 2.57150 0.24053 -0.18404
H 4.09026 -0.37580 0.38295
H 3.83658 -0.35942 3.31752
H 2.82949 -1.93292 4.91418
H 0.91334 -3.34442 4.26749
H -0.49464 -4.26628 2.58633
H -0.30163 -3.83378 0.89784
H -1.32942 -2.85831 1.94693
H 1.54919 -3.79739 -0.65154
H 1.89154 -3.11687 -2.25317
H 0.29776 -3.76539 -1.91578
H 0.68560 -1.49967 -3.81357
H -0.55357 -0.22601 -3.84060
H -0.97869 -1.89767 -3.42852
H -2.56808 -0.59026 -1.50343
H -3.13589 -0.27422 -3.14366
H -3.94785 0.46404 -1.77884
H -3.63589 2.57809 -3.15045
H -2.25209 4.59603 -3.36611
H 0.08972 4.59308 -2.59138
H 1.85566 3.57113 -1.40738
H 2.12865 2.01278 -2.19285
H 1.63089 2.11222 -0.50047
*
```

* E: -2024.53008 Ha
* lowest unoccupied orbital energy (spin up / spin down): -9.3 / -8.5 eV
* HOMO (spin up / spin down): -15.013 / -15.028 eV

No. 2
ORCA calculation (ωB97M-V with the def2-TZVPD basis set) on C24H24N9NiO3S as an isolated structure.

```
! wB97M-V def2-TZVPD RIJCOSX def2/J DEFGRID3
* xyz -1 3
Ni -12.55160 9.31022 -5.46655
N -13.66061 13.21940 -7.01124
C -12.87795 12.10153 -7.00097
S -13.34906 10.94554 -8.30197
N -11.73855 12.04113 -6.36744
N -11.32033 10.77534 -6.00004
C -10.05175 10.68097 -5.66747
C -9.67676 9.39163 -5.15789
C -8.36253 9.05821 -4.66499
C -8.23523 7.76400 -4.12716
C -9.33293 6.85500 -4.12886
C -10.56652 7.31291 -4.61179
N -10.81246 8.61189 -4.99472
H -14.67845 12.98435 -7.10733
H -13.50484 13.84680 -6.24647
H -9.33804 11.44271 -5.90885
H -7.51951 9.77185 -4.67792
H -7.28661 7.38226 -3.75669
H -9.23322 5.85418 -3.80505
H -11.43821 6.68494 -4.61221
C -17.46240 13.33708 -2.53097
N -16.16613 13.08782 -2.94765
C -15.09077 13.46190 -2.21370
C -13.82778 12.97820 -2.46260
C -13.70725 11.96949 -3.47903
O -12.74001 11.19168 -3.49864
N -14.75939 11.86184 -4.38020
C -15.98055 12.24146 -4.13028
O -16.93382 11.89205 -4.85779
H -17.88266 12.45505 -1.97993
H -18.14467 13.50521 -3.33646
H -17.49851 14.20322 -1.80762
H -15.31401 14.10234 -1.35795
H -12.96671 13.38402 -1.96134
C -13.13363 9.39764 -7.33503
C -13.06419 8.36532 -8.09674
C -13.04989 7.19561 -8.92315
C -12.08210 6.14394 -8.92008
C -12.25230 5.02056 -9.73391
C -13.32259 4.94440 -10.60527
C -14.33487 5.96521 -10.59456
C -14.19680 7.06194 -9.79701
H -11.30753 6.23600 -8.22390
H -11.37220 4.36312 -9.76237
H -13.43826 4.04485 -11.24143
H -15.19916 5.87596 -11.26367
H -14.87312 7.95235 -9.68923
C -17.45854 8.85293 -3.43880
N -16.10094 8.30456 -3.55688
C -15.34700 7.67975 -2.51746
C -13.95524 7.66578 -3.19165
O -12.99004 7.11836 -2.69334
N -14.02550 8.30723 -4.47358
C -15.31570 8.68684 -4.59945
N -15.82612 9.28513 -5.69902
H -17.91641 8.49516 -2.49403
H -18.13888 8.45159 -4.22939
H -17.49702 9.96612 -3.46972
H -15.71442 6.66766 -2.26489
H -15.38786 8.20303 -1.54159
H -15.18681 9.30229 -6.49433
H -16.48502 10.02797 -5.64602
*
```

* E: -3553.94526 Ha
* lowest unoccupied orbital energy (spin up / spin down): 2.6 / 2.6 eV
* HOMO (spin up / spin down): -2.168 / -4.398 eV

No. 3
ORCA calculation (ωB97M-V with the def2-TZVPD basis set) on C24H25AsAuN2O6S5 as an isolated structure.

```
! wB97M-V def2-TZVPD RIJCOSX def2/J DEFGRID3
* xyz -1 1
Au -0.58641 -0.30967 -2.47353
S 0.80605 2.60339 -6.02622
As -0.24697 2.15421 -4.23882
S 1.06776 1.42916 -2.65612
S -1.61430 0.48331 -4.48621
S -1.18484 3.97654 -3.69528
C 3.82880 -4.32772 0.41169
C 2.47955 -4.28707 -0.23751
C 1.33187 -4.41151 0.53588
C 0.07864 -4.26048 -0.02936
C -0.02207 -3.96850 -1.37357
C 1.10093 -3.87926 -2.17211
C 2.34973 -4.05208 -1.60253
S -1.61191 -3.63359 -2.10921
O -2.05771 -4.78755 -2.83867
O -1.52387 -2.40373 -2.87027
N -2.62925 -3.49833 -0.79455
C -2.62306 -2.19855 -0.14437
C -3.55821 -1.15631 -0.76190
C -3.01741 0.23710 -0.36977
O -3.33120 0.68716 0.74702
O -2.23298 0.79410 -1.16529
H 3.82511 -4.98018 1.28147
H 4.09078 -3.32425 0.75125
H 4.59659 -4.66044 -0.28217
H 1.42164 -4.60767 1.59498
H -0.81669 -4.35095 0.56486
H 0.98544 -3.64802 -3.21885
H 3.23551 -3.96947 -2.21603
H -3.54400 -3.86812 -1.00630
H -1.58457 -1.87030 -0.22640
H -2.85811 -2.34839 0.91527
H -4.57647 -1.29004 -0.39018
H -3.53030 -1.24603 -1.84858
C -2.78578 4.04309 4.05875
O -1.99304 3.26458 3.20077
C -1.06009 3.89855 2.43648
C -0.57726 5.18014 2.66713
C 0.36163 5.73094 1.80750
C 0.79913 5.02565 0.70003
C 0.34384 3.73975 0.47604
C -0.55424 3.15340 1.35682
N -1.01815 1.84341 1.20214
C -0.31862 0.80047 0.85805
C 1.06239 0.60416 0.65774
C 2.08162 1.40471 1.19966
C 3.39971 1.13512 0.95618
C 3.74482 0.04134 0.15139
C 2.78191 -0.76953 -0.37858
C 1.40262 -0.51766 -0.17893
O 0.50297 -1.22964 -0.75925
H -3.08790 4.97979 3.58175
H -2.26115 4.25973 4.99551
H -3.66854 3.44126 4.27079
H -0.92457 5.75292 3.51672
H 0.73589 6.72745 1.99815
H 1.48923 5.47270 0.00347
H 0.67964 3.18012 -0.38257
H -2.06736 1.66412 1.18777
H -0.91252 -0.08632 0.68252
H 1.80405 2.22708 1.84234
H 4.16469 1.76952 1.37925
H 4.78922 -0.15155 -0.05600
H 3.03784 -1.61206 -1.00023
*
```

* E: -5852.96966 Ha
* lowest unoccupied orbital energy: 0.5 eV
* HOMO: -3.628 eV

No. 4
ORCA calculation (ωB97M-V with the def2-TZVPD basis set) on C24H25AsCl2IN4O4Ti as an isolated structure.

```
! wB97M-V def2-TZVPD RIJCOSX def2/J DEFGRID3
* xyz -2 2
Ti -0.14759 -0.22827 -0.23300
Cl -5.39559 -1.60937 -4.40460
C -3.77889 -1.38317 -3.79640
C -3.60269 -1.18267 -2.43540
C -2.31049 -1.02437 -1.92320
N -1.99499 -0.95357 -0.61500
C -2.74209 -0.16737 0.25890
O -3.55419 -0.59627 1.09570
C -2.41119 1.23603 0.09800
C -3.22639 2.25753 0.61040
C -2.90339 3.57053 0.39860
C -1.74749 3.85633 -0.37240
C -0.97519 2.80883 -0.81770
N -1.23609 1.51833 -0.59160
C -1.21169 -0.95067 -2.84190
C -1.40879 -1.17577 -4.19220
C -2.70269 -1.40897 -4.66180
Cl -2.94589 -1.71697 -6.35640
N -0.04409 -0.62977 -2.19050
C 1.14271 -1.19497 -2.46010
O 1.52231 -1.72947 -3.49890
C 1.93371 -1.15877 -1.12420
C 3.24301 -1.87687 -1.25060
C 3.34641 -3.16477 -0.88970
C 2.27191 -3.82437 -0.21600
C 1.17771 -3.07867 0.14000
N 1.00241 -1.79827 -0.16310
H -4.45139 -1.18027 -1.76660
H -4.10579 1.95073 1.16430
H -3.50899 4.36773 0.80990
H -1.44379 4.87823 -0.54780
H -0.06309 3.00703 -1.37060
H -0.57879 -1.13587 -4.88110
H 4.05791 -1.35617 -1.73590
H 4.26751 -3.71347 -1.06890
H 2.35371 -4.86637 0.06650
H 0.39491 -3.52047 0.76210
C 1.92971 0.48903 3.77690
As 0.09311 0.67203 3.04360
C -1.27579 1.93313 3.75670
C -0.57479 -0.84767 4.14910
O -0.28089 0.06303 1.57860
H 1.89261 0.56843 4.86660
H 2.64381 1.19393 3.36150
H 2.21511 -0.52727 3.49620
H -1.79739 1.47703 4.59790
H -1.97589 2.03203 2.92150
H -0.90259 2.92113 4.02480
H -0.48369 -0.68657 5.22860
H -0.03629 -1.75927 3.87980
H -1.62799 -0.99247 3.89980
I 1.10771 3.09223 1.90730
C 3.80251 0.22023 0.84030
O 2.40611 0.39583 0.70410
C 1.84761 0.30213 -0.62710
C 2.45821 1.32633 -1.58250
H 4.31761 0.37523 -0.10560
H 4.04231 -0.78657 1.20650
H 4.16541 0.96713 1.55720
H 3.44011 1.01453 -1.96180
H 2.57081 2.28443 -1.07290
H 1.79971 1.44663 -2.44560
*
```

* E: -5752.92919 Ha
* lowest unoccupied orbital energy (spin up / spin down): 4.2 / 4.2 eV
* HOMO (spin up / spin down): -0.033 / -1.196 eV